14
Properties=species:S:1:pos:R:3:nbo_charge:R:1 method="wB97M-V/def2-TZVPD" e_above_lowest_kcal_mol=43.3 charge=+1 lumo_ev="-4.984 / -7.721" spin_multiplicity=2 total_energy_ha=-249.32319
O -0.649 0.643 1.498 -0.74
N 1.351 -1.906 -0.845 -0.61
C -2.065 0.772 1.320 -0.26
C 1.229 0.437 -1.451 -0.18
C 1.433 -0.620 -0.555 0.19
H -2.388 1.624 0.714 0.18
H 0.451 -1.995 -1.329 0.43
H 2.018 1.183 -1.438 0.24
H 1.352 -2.473 0.002 0.43
H 1.840 -0.322 0.407 0.24
H 0.577 0.476 -2.318 0.24
H -2.522 0.845 2.299 0.20
H -0.212 1.366 1.036 0.46
H -2.415 -0.028 0.662 0.17